Entry 1:
177
Properties=species:S:1:pos:R:3:forces:R:3 method="wB97M-V/def2-TZVPD" e_lumo_ev=-8.8 multiplicity=1 charge=+4 max_force_ev_per_a=5.5 homo_ev=-9.5
C -6.559680 -3.176636 1.302678 1.96 -0.54 -0.63
N -6.600047 -1.787941 0.811773 -0.28 0.47 0.69
C -5.713204 -0.863755 1.183403 0.69 0.09 -0.07
C -5.661377 0.414152 0.633015 -0.63 -0.55 1.06
C -6.672783 0.804597 -0.220243 -0.54 -0.84 -0.17
C -7.642325 -0.210395 -0.606256 2.29 1.59 1.53
C -7.555104 -1.460409 -0.082109 -0.33 0.09 -0.38
C -6.726170 2.163294 -0.830897 0.30 -0.04 0.29
C -6.295108 3.371207 -0.201182 -0.83 -0.82 -0.74
C -6.386530 4.502702 -0.982180 -0.62 -0.93 -0.93
N -6.849551 4.460573 -2.282012 0.60 1.26 0.37
C -7.157247 3.328673 -2.898798 0.88 -1.08 0.31
C -7.119581 2.163046 -2.163805 -0.07 -0.94 -0.35
C -7.050848 5.758383 -3.020960 -0.30 0.07 1.00
H -7.444613 -3.698708 1.008427 -0.66 -0.09 0.25
H -6.240135 -3.367458 2.339615 -0.65 0.83 -0.25
H -5.743584 -3.610745 0.714144 -0.12 -0.27 0.06
H -4.914360 -1.103862 1.875169 -0.25 -0.47 -0.05
H -4.847632 0.994214 1.064005 -0.30 0.38 -0.67
H -8.425972 0.097493 -1.223208 -1.17 -0.04 -0.91
H -8.240625 -2.236857 -0.367049 -0.18 -0.17 0.06
H -6.005335 3.455469 0.859458 0.00 -0.22 -0.83
H -6.083832 5.447658 -0.611650 0.04 0.83 0.08
H -7.203234 3.265745 -3.980883 -0.55 0.56 0.04
H -7.326307 1.185572 -2.663905 0.26 1.22 0.35
H -6.549038 5.799502 -3.986274 -0.09 -0.48 0.06
H -6.617507 6.532965 -2.388045 -0.24 -0.04 -0.24
H -8.137270 5.906686 -3.097513 0.42 -0.03 -0.17
C -4.665972 -4.323708 -5.989136 0.35 -1.22 -1.03
N -3.497604 -3.689060 -5.399719 -0.13 -0.37 0.62
C -3.192806 -3.928337 -4.096246 -0.25 0.12 0.00
C -2.034096 -3.397128 -3.570155 0.33 -1.87 0.38
C -1.105483 -2.810033 -4.437319 -0.64 0.40 1.57
C -1.473656 -2.582206 -5.736840 1.64 0.45 -1.11
C -2.679169 -3.010452 -6.193929 -0.20 0.05 -0.19
C 0.133823 -2.324196 -3.780402 0.56 -0.90 -1.41
C 1.213743 -3.211094 -3.586734 0.02 0.74 0.36
C 2.293521 -2.767566 -2.860230 0.53 -0.98 0.57
N 2.249960 -1.595654 -2.203461 -0.85 -0.23 -2.49
C 1.354713 -0.679444 -2.620215 -0.46 0.06 0.97
C 0.281931 -1.001430 -3.462080 0.94 0.77 1.66
C 3.282653 -1.241650 -1.276553 -0.10 2.36 -0.62
H -4.415636 -5.366206 -6.244803 -0.08 0.22 0.48
H -4.938385 -3.910553 -6.952754 0.00 0.63 0.15
H -5.463086 -4.282487 -5.298938 -0.96 0.01 0.57
H -3.886529 -4.555188 -3.494225 0.51 0.64 -0.74
H -1.749611 -3.718745 -2.541268 -0.36 0.84 -0.78
H -0.766661 -2.182055 -6.482186 -0.46 0.09 0.61
H -2.989451 -2.841859 -7.211547 -0.13 -0.09 -0.08
H 1.215770 -4.216618 -3.965288 -0.05 -0.15 -0.19
H 3.238808 -3.313753 -2.710642 -0.86 -0.10 -0.08
H 1.453380 0.286856 -2.130663 -0.13 0.15 -0.21
H -0.440208 -0.201726 -3.586614 -0.03 -0.43 -0.41
H 2.803662 -0.906947 -0.397043 -0.34 0.25 1.17
H 3.791709 -0.393096 -1.719753 0.28 0.24 0.16
H 3.986285 -1.982352 -1.099161 0.91 -1.68 0.23
C 4.696127 6.492888 -2.607055 -1.22 2.46 0.38
N 3.548434 6.230286 -3.482583 -1.05 -2.75 -0.81
C 3.096623 7.099069 -4.387086 -0.06 0.95 0.33
C 1.916186 6.890484 -5.107762 0.86 -0.26 0.83
C 1.251102 5.642969 -4.972709 -0.74 2.81 -0.80
C 1.782199 4.741808 -4.106483 -0.31 -1.51 0.72
C 2.902557 5.016336 -3.388687 2.07 -0.04 2.52
C -0.068438 5.405795 -5.622304 -1.09 -0.40 -1.47
C -0.340709 4.163121 -6.213255 -2.11 1.37 -0.37
C -1.544607 3.921125 -6.929704 1.47 0.07 0.48
N -2.476699 4.868839 -7.032857 -0.21 -0.39 -0.02
C -2.234956 6.057425 -6.465689 -0.60 0.15 -0.75
C -1.078852 6.382310 -5.842299 1.60 0.08 1.16
C -3.783821 4.681439 -7.766852 1.22 1.10 -1.88
H 5.586854 6.022864 -2.913152 0.82 -0.97 -0.36
H 4.371272 6.275528 -1.589010 0.37 -0.19 -0.11
H 4.857197 7.590761 -2.690335 0.09 -0.73 0.31
H 3.692785 8.021047 -4.369872 -0.67 -0.19 -0.52
H 1.578821 7.789648 -5.607710 -0.32 -0.49 -0.54
H 1.247414 3.831893 -3.833631 0.29 0.06 -0.26
H 3.279518 4.307134 -2.548492 -0.73 1.29 -1.68
H 0.339933 3.381857 -6.169656 1.19 -1.31 0.07
H -1.669838 2.981622 -7.451908 -0.32 0.17 0.16
H -3.031191 6.743504 -6.630105 -0.16 0.66 0.21
H -0.980356 7.398477 -5.465118 0.01 -0.24 -0.04
H -4.403267 5.587834 -7.640360 0.30 -0.70 0.40
H -4.253391 3.771414 -7.465548 -0.31 -0.38 0.34
H -3.552083 4.669193 -8.882316 -0.15 -0.25 1.42
C 6.078057 -7.860618 4.699171 -2.36 0.28 0.11
N 7.385860 -7.452808 5.229628 0.11 -0.56 -2.20
C 8.369832 -7.657349 4.308597 -3.29 -1.34 -0.62
C 9.680589 -7.877424 4.581748 -1.22 0.83 -2.07
C 9.968730 -7.313008 5.779902 3.43 -0.62 3.45
C 9.108736 -7.031373 6.786124 -0.33 0.47 0.40
C 7.692387 -7.402837 6.751383 0.70 1.28 -1.39
C 11.398645 -7.387963 6.113580 2.70 0.15 0.05
C 11.989992 -8.600717 6.566824 -3.61 1.39 -0.92
C 13.294886 -8.748888 6.735467 4.04 -0.64 0.83
N 14.109878 -7.678981 6.481378 -0.77 -0.49 0.41
C 13.656802 -6.519529 6.001362 -0.03 -0.33 -0.37
C 12.319619 -6.351598 5.792013 -1.22 -1.19 0.77
C 15.530439 -7.832556 6.725437 1.21 0.76 -0.99
H 5.842062 -8.976796 4.877891 0.43 1.74 0.09
H 5.932131 -7.715342 3.575891 0.84 -0.08 1.40
H 5.257859 -7.195305 5.130652 1.09 -1.16 -0.10
H 7.863291 -7.810300 3.350929 1.01 -0.02 -0.13
H 10.404241 -8.090070 3.800689 -0.09 -0.06 0.33
H 9.294860 -6.543697 7.746106 0.82 -0.38 -0.36
H 7.805574 -8.502699 6.860243 0.08 -1.25 0.43
H 11.403951 -9.492435 6.728073 -0.58 0.05 0.03
H 3.488816 11.667315 4.079257 -0.01 -0.06 -0.03
H 14.424223 -5.852099 5.671815 0.07 0.73 0.06
H 11.904742 -5.461392 5.424866 -0.11 1.23 -0.59
H 15.784181 -8.838264 6.555063 0.03 -1.42 -0.03
H 15.856171 -7.605360 7.744269 -0.33 0.41 -0.23
H 16.114513 -7.298629 5.930329 -0.50 0.07 1.01
C -0.369965 3.806119 1.014602 0.41 2.61 0.64
N -0.487668 3.113512 2.302888 -1.96 1.08 -1.20
C 0.485892 2.292791 2.584417 0.85 -1.30 1.73
C 0.374546 1.496850 3.725910 -0.64 -0.26 -0.40
C -0.833883 1.502195 4.467941 1.06 -0.19 0.79
C -1.849414 2.366661 4.091433 -0.05 0.06 -1.14
C -1.655015 3.176676 2.974656 1.13 -1.58 1.36
C -1.050514 0.572264 5.670089 1.43 -0.59 -2.20
C -1.047544 0.964322 6.980913 -0.86 -0.77 0.46
C -1.283618 0.021955 7.982927 0.03 0.08 -0.82
N -1.451762 -1.300607 7.756799 0.14 2.64 -3.53
C -1.394480 -1.684562 6.439985 1.05 1.48 0.00
C -1.100167 -0.793445 5.387802 -0.66 -0.93 1.84
C -1.886726 -2.207521 8.756280 -1.21 -1.49 -0.11
H -0.747601 4.859815 1.143667 0.11 -1.14 -0.19
H -0.875254 3.310131 0.209611 -0.23 -0.44 -0.09
H 0.701560 3.903731 0.859201 -0.11 -0.06 -0.50
H 1.313743 2.283971 1.872539 -0.09 -0.22 0.32
H 1.177958 0.789499 3.870212 -0.07 -0.03 0.50
H -2.860099 2.233976 4.461108 0.20 0.45 0.38
H -2.456496 3.692315 2.549583 -0.64 1.14 -0.51
H -1.007817 2.002910 7.198774 0.18 0.62 0.58
H -1.428345 0.354508 8.966886 0.05 0.22 1.34
H -1.523270 -2.715358 6.266725 -0.12 -1.05 -0.21
H -0.982158 -1.197134 4.398090 -0.14 -0.02 -0.38
H -1.796143 -3.190719 8.295265 -0.06 -0.13 0.44
H -2.951264 -2.044316 8.995731 0.55 0.08 0.09
H -1.248890 -2.152392 9.596781 0.47 0.08 1.04
O 6.951750 -6.833788 7.568802 -2.14 0.18 0.64
C 2.770581 -2.854255 6.285468 -0.71 3.55 2.83
O 2.875972 -3.942129 5.969234 0.29 -1.40 -1.11
O 2.603205 -1.778428 6.778727 0.38 -2.15 -1.73
H -3.008200 1.825106 0.228412 0.09 -0.18 -0.28
O -2.256005 -1.942264 -0.511408 -0.34 0.59 0.18
C -1.986849 -1.384619 0.742257 4.18 -2.32 0.81
O -0.878194 -1.651292 1.278652 -1.22 0.35 -1.09
O -2.903455 -0.739947 1.217710 -2.53 1.90 1.12
H -3.101011 -1.477286 -0.637764 -0.01 -0.34 -0.81
O -2.866047 2.026647 1.158342 -1.04 3.41 -1.55
C -4.801852 -0.113600 5.075106 1.41 0.91 1.40
O -5.659202 0.093915 4.334917 -0.29 -0.49 -0.37
O -3.907745 -0.172417 5.839567 -1.39 -0.40 -1.02
H -2.684789 1.258753 1.608439 0.66 -3.59 1.16
N 2.182583 2.617595 -1.091705 -0.17 -2.43 0.68
O 2.845322 3.522900 -0.650669 0.85 2.14 0.48
O 1.611040 1.828539 -0.302698 -0.54 -0.18 0.21
O 2.149851 2.356154 -2.301007 -0.21 0.13 -1.27
N -3.663557 5.184673 -2.246247 -2.82 4.72 -0.52
S -3.831434 6.539819 -3.173792 -1.35 -1.06 2.20
O -4.678704 7.496293 -2.502012 1.16 -1.26 -0.50
O -4.097511 6.276935 -4.549790 0.25 -0.06 0.02
F -2.394921 7.087416 -3.044066 0.90 0.54 -0.41
S -2.815979 3.995210 -2.520837 0.21 -2.70 -2.89
O -2.593455 3.670968 -3.929467 0.24 0.65 1.83
O -3.210979 2.954897 -1.637092 -0.16 -0.83 0.47
F -1.446786 4.411921 -1.949104 1.88 0.46 0.16
N -4.456245 1.366892 -4.032003 -0.03 -1.58 2.66
S -4.369946 1.617755 -5.518320 -0.04 -1.02 -2.29
O -3.072925 1.758224 -6.078718 0.93 0.33 -0.06
O -5.400061 2.504349 -5.898502 -0.71 1.24 -0.13
F -4.826362 0.258889 -6.228146 -0.16 -0.29 0.44
S -3.717275 0.227626 -3.205278 -1.13 1.47 0.09
O -3.570419 -1.030834 -3.869380 -0.28 0.03 0.17
O -4.227429 0.288845 -1.854790 0.61 -0.64 -1.06
F -2.251058 0.767970 -3.156624 0.34 0.06 0.31


Entry 2:
14
Properties=species:S:1:pos:R:3:forces:R:3 method="wB97M-V/def2-TZVPD" e_lumo_ev=-0.7 multiplicity=1 relative_energy_kcal_mol=0.0 charge=0 max_force_ev_per_a=2.8 smiles="COC(=O)c1cssc1=S" homo_ev=-8.5
C -1.566477 -1.539713 -1.367717 0.20 0.30 0.49
C 0.163168 -0.247011 -0.562345 0.33 0.02 -0.59
C 0.553768 0.753933 0.462663 1.45 -0.93 -0.08
C -0.229205 0.891842 1.553351 -0.45 0.59 0.41
C 1.964677 1.226142 0.509843 -1.26 0.21 0.11
H -1.185697 -2.576724 -1.239545 0.42 0.99 -0.29
H -1.358535 -1.045249 -2.339286 0.04 -0.78 0.63
H -2.613207 -1.634831 -1.220893 -1.03 0.23 0.11
H -1.277688 0.534903 1.633677 1.04 0.24 -0.10
O -1.117246 -0.625081 -0.284814 0.42 -1.52 -2.28
O 0.848633 -0.686476 -1.470440 -1.25 0.67 1.49
S 0.395620 1.735109 2.910680 0.45 0.00 -0.34
S 2.289695 2.015885 2.028004 -0.48 0.03 0.44
S 3.132493 1.197270 -0.613176 0.13 -0.04 0.00


Entry 3:
49
Properties=species:S:1:pos:R:3:forces:R:3 method="wB97M-V/def2-TZVPD" e_lumo_ev=-0.8 multiplicity=1 relative_energy_kcal_mol=37.3 charge=0 max_force_ev_per_a=2.5 homo_ev=-8.2
C 0.759070 -5.340328 -0.121279 0.02 0.00 0.10
N 0.467773 -3.953207 0.238551 0.29 0.12 0.57
C 1.422271 -3.004630 0.477673 -0.82 1.16 -0.03
C 0.808725 -1.848429 1.042368 -0.82 -2.36 -0.20
C 1.416793 -0.602383 1.303253 -0.68 0.92 -0.79
C 2.421180 -0.009550 0.397939 1.67 0.69 -0.76
C 2.240585 -0.011134 -1.045410 0.14 -0.02 1.44
C 2.637744 1.091308 -1.783564 0.32 -0.28 0.32
C 3.327123 2.168679 -1.165600 -0.70 -0.21 0.37
C 3.484072 3.417956 -1.998006 -0.19 -0.13 -0.26
C 3.706267 2.057373 0.188994 0.63 0.12 -0.59
C 3.351100 0.927186 0.925285 -1.48 -0.37 0.06
C -0.644313 -2.185127 1.197551 1.13 -0.79 -0.87
C -1.794586 -1.441528 1.448962 -1.09 -0.20 0.03
C -3.042042 -1.923531 0.983095 0.84 0.02 0.25
C -3.159118 -3.165611 0.323195 0.62 -0.19 0.02
C -2.033141 -3.974261 0.160660 0.11 0.12 0.38
C -0.812114 -3.470342 0.620757 0.95 0.45 -0.75
H -0.124437 -5.764091 -0.628503 0.57 0.17 0.10
H 1.634606 -5.345769 -0.803292 -0.59 -0.16 0.44
H 0.960565 -5.953752 0.788312 -0.05 0.42 -0.66
H 2.499978 -3.163155 0.212815 -1.32 0.13 0.36
H 1.214236 -0.160420 2.315612 0.43 0.02 -1.28
H 1.682604 -0.826864 -1.505512 -0.22 0.44 0.15
H 2.335952 1.170111 -2.845367 0.36 -0.12 0.71
H 4.237310 4.103665 -1.617385 -0.04 0.03 0.07
H 3.758622 3.117025 -3.016358 0.10 0.17 0.16
H 2.516649 3.949560 -2.106921 0.47 -0.22 0.28
H 4.265577 2.871658 0.695321 -0.35 -0.64 -0.54
H 3.621455 0.800603 1.981609 -0.20 0.49 -0.40
H -1.725736 -0.518134 2.021602 -0.15 -0.02 -0.42
H -3.932305 -1.309696 1.096315 0.20 -0.08 0.12
H -4.103465 -3.506651 -0.104234 0.18 0.24 0.29
H -2.038449 -4.947906 -0.342301 -0.33 0.50 0.15
C -3.417637 3.908734 0.485733 -0.21 -0.12 -0.49
C -2.222139 3.586017 1.127753 0.30 -0.24 -0.23
C -1.463523 2.543335 0.603486 -0.39 0.47 0.16
C -1.849448 1.857519 -0.530454 -0.67 0.39 0.05
C -3.022806 2.190610 -1.202419 0.15 0.09 0.15
C -3.821994 3.219368 -0.677200 0.47 -0.05 0.23
C -0.885384 0.718882 -0.704816 -0.12 -1.25 -0.97
O -0.918851 -0.117206 -1.615728 0.17 1.02 1.22
N -0.009692 0.761977 0.353279 0.46 -0.27 1.09
C -0.225168 1.867676 1.131718 0.07 0.47 0.50
O 0.435364 2.249627 2.098215 -0.52 -0.64 -0.73
H -4.055562 4.710366 0.863713 0.24 -0.24 -0.04
H -1.857637 4.111812 2.003585 -0.19 -0.01 -0.01
H -3.287138 1.648457 -2.103845 -0.13 0.05 0.09
H -4.758938 3.494201 -1.169155 0.34 -0.11 0.17


Entry 4:
18
Properties=species:S:1:pos:R:3:forces:R:3 method="wB97M-V/def2-TZVPD" e_lumo_ev=0.6 multiplicity=1 relative_energy_kcal_mol=123.1 charge=0 max_force_ev_per_a=5.0 homo_ev=-8.1
C -3.358709 -0.792766 0.623715 2.47 3.70 -1.42
C -2.673331 0.189994 0.380852 -0.66 -1.95 -1.00
C 1.335715 -1.998109 -0.170568 0.76 1.92 0.66
C 0.008006 -1.563936 -0.282568 -1.49 -1.24 -0.78
C 2.090250 -0.851214 0.031725 -0.04 -0.24 -0.56
C 0.062288 -0.214013 -0.309106 -4.11 2.79 0.36
C 1.570229 1.715410 0.031336 -4.03 -0.93 -1.95
C -1.727597 1.031672 -0.248095 3.92 -1.09 1.82
N 1.314403 0.264716 -0.103244 -0.75 0.05 0.51
H -3.849273 -1.298691 1.316706 -2.23 -2.54 2.19
H 1.718851 -2.970582 -0.247164 0.34 -1.10 0.19
H -0.877222 -2.236752 -0.367719 0.81 0.99 0.00
H 3.095804 -0.688026 0.259184 1.49 -0.17 0.09
H 0.495342 2.085124 0.296340 2.55 -0.06 0.12
H 2.374126 2.004489 0.613203 1.24 0.20 1.74
H 1.747601 2.111479 -0.963709 0.14 0.09 -0.24
H -1.880405 1.314165 -1.246139 -0.31 0.15 -1.28
H -1.446080 1.897040 0.385250 -0.10 -0.58 -0.46


Entry 5:
20
Properties=species:S:1:pos:R:3:forces:R:3 method="wB97M-V/def2-TZVPD" e_lumo_ev=-4.4 multiplicity=1 relative_energy_kcal_mol=38.9 charge=+1 max_force_ev_per_a=4.4 smiles="CC(C)(/[NH+]=C/O)C(=O)NCl" homo_ev=-14.1
C 0.033520 1.790299 -0.565873 0.51 -0.73 1.98
C 1.844654 -0.234515 -0.901694 1.78 -2.12 1.53
C -0.266116 0.499026 0.196968 -0.42 -1.13 1.14
C -1.508897 -0.242264 -0.249921 2.14 1.16 -2.22
C -0.328959 0.760145 1.693646 -0.51 -0.62 1.22
N -0.357904 1.841117 -1.804013 -2.28 0.11 -3.78
N 0.948185 -0.368283 0.034467 0.77 -0.01 1.24
O 0.751331 2.575542 -0.050773 1.46 1.91 1.17
O 3.071667 -0.753061 -0.711076 -2.09 0.41 0.63
Cl -0.195013 3.366273 -2.682938 -0.27 -1.65 0.77
H 1.503073 0.214316 -1.804652 0.33 0.63 -0.79
H -1.152575 -0.481960 -1.318527 -2.06 -0.27 1.23
H -2.301083 0.441782 -0.035097 -0.88 0.66 -1.05
H -1.797972 -1.052521 0.339559 0.28 -1.85 0.68
H -1.210378 1.401426 1.944363 0.65 -0.86 -0.03
H 0.534155 1.252162 2.045549 1.02 1.26 0.03
H -0.229543 -0.182330 2.351199 -1.08 0.93 -1.26
H -1.137422 1.195451 -2.062582 0.79 1.40 -0.26
H 1.082359 -0.814203 0.986585 0.84 0.19 -1.84
H 3.760221 -0.907599 -1.387228 -0.98 0.61 -0.38


Entry 6:
14
Properties=species:S:1:pos:R:3:forces:R:3 method="wB97M-V/def2-TZVPD" e_lumo_ev=0.9 multiplicity=1 relative_energy_kcal_mol=70.9 charge=0 max_force_ev_per_a=5.6 homo_ev=-7.8
C -1.429157 -0.994259 0.462942 0.01 -0.38 -0.18
C 1.200878 0.176282 -0.676928 -2.37 1.92 4.72
N 1.371141 1.011814 0.539603 3.02 -1.25 0.71
C -0.151253 0.856318 -0.685410 -2.21 -1.74 -4.20
C -1.315603 0.261968 -0.333394 1.00 0.27 -0.58
N 1.555526 -1.010334 -0.866511 0.20 0.08 -0.64
H 1.834396 0.604110 1.343035 0.39 0.00 0.01
H 1.453264 2.016249 0.523139 -0.01 -0.09 -0.46
H 2.310882 -1.340933 -0.267731 0.20 0.33 -0.09
H -0.183862 1.757655 -1.284177 -0.17 0.20 0.05
H -2.225966 0.649634 -0.774820 -0.05 0.57 0.59
H -2.324015 -1.545549 0.172013 0.01 -0.06 0.01
H -0.567550 -1.653439 0.315417 -0.09 0.07 0.07
H -1.528681 -0.789517 1.532822 0.06 0.08 0.00